1:
The following is a DFT calculation (ωB97M-V with the def2-TZVPD basis set) of a cluster of 12 separate species, C12H48N24O12 in total.

Bonds (Å) are listed after each position.
Geometry (Å):
1 C 3.52 3.67 -1.15  O2 1.222, N3 1.300, N4 1.313
2 O 3.14 2.73 -1.83  C1 1.222
3 N 2.72 4.20 -0.28  C1 1.300, H5 1.010, H6 1.010
4 N 4.72 4.19 -1.22  C1 1.313, H7 1.010, H8 1.010
5 H 2.92 5.07 0.19  N3 1.010
6 H 1.80 3.80 -0.11  N3 1.010
7 H 4.96 5.01 -0.68  N4 1.010
8 H 5.44 3.74 -1.78  N4 1.010
9 C 1.89 0.17 -3.77  O10 1.178, N11 1.309, N12 1.340
10 O 1.39 -0.73 -4.34  C9 1.178
11 N 1.46 1.40 -3.79  C9 1.309, H13 1.010, H14 1.010
12 N 2.79 0.10 -2.77  C9 1.340, H15 1.010, H16 1.010
13 H 0.82 1.72 -4.50  N11 1.010
14 H 1.92 2.03 -3.14  N11 1.010
15 H 2.95 0.93 -2.22  N12 1.010
16 H 3.14 -0.82 -2.54  N12 1.010
17 C -4.50 -0.18 3.14  O18 1.169, N19 1.255, N20 1.306
18 O -4.11 0.41 4.07  C17 1.169
19 N -3.96 0.01 2.02  C17 1.255, H21 1.010, H22 1.010
20 N -5.43 -1.08 3.27  C17 1.306, H23 1.010, H24 1.010
21 H -4.24 -0.64 1.30  N19 1.010
22 H -3.19 0.66 2.02  N19 1.010
23 H -5.65 -1.63 2.45  N20 1.010
24 H -5.94 -1.10 4.14  N20 1.010
25 C -3.97 2.77 -0.86  O26 1.256, N27 1.271, N28 1.343
26 O -4.01 3.70 -0.02  C25 1.256
27 N -4.88 1.91 -1.07  C25 1.271, H29 1.010, H30 1.010
28 N -2.85 2.28 -1.42  C25 1.343, H31 1.010, H32 1.010
29 H -5.71 2.16 -0.55  N27 1.010
30 H -4.70 1.01 -1.50  N27 1.010
31 H -2.91 1.36 -1.83  N28 1.010
32 H -2.01 2.84 -1.40  N28 1.010
33 C -0.62 0.24 0.33  O34 1.248, N35 1.283, N36 1.285
34 O -1.28 0.98 1.08  C33 1.248
35 N 0.19 0.76 -0.52  C33 1.283, H37 1.010, H38 1.010
36 N -0.60 -1.05 0.35  C33 1.285, H39 1.010, H40 1.010
37 H 0.14 1.76 -0.65  N35 1.010
38 H 0.92 0.17 -0.89  N35 1.010
39 H -1.25 -1.52 0.95  N36 1.010
40 H 0.07 -1.56 -0.22  N36 1.010
41 C 0.64 -1.42 3.75  O42 1.230, N43 1.351, N44 1.265
42 O 1.24 -2.36 4.28  C41 1.230
43 N 1.24 -0.44 3.04  C41 1.351, H45 1.010, H46 1.010
44 N -0.61 -1.31 3.91  C41 1.265, H47 1.010, H48 1.010
45 H 2.23 -0.44 2.87  N43 1.010
46 H 0.70 0.24 2.52  N43 1.010
47 H -1.14 -1.99 4.44  N44 1.010
48 H -1.04 -0.74 3.21  N44 1.010
49 C 3.13 -1.92 0.23  O50 1.209, N51 1.315, N52 1.296
50 O 2.18 -1.55 -0.42  C49 1.209
51 N 4.30 -1.88 -0.38  C49 1.315, H53 1.010, H54 1.010
52 N 3.22 -2.38 1.43  C49 1.296, H55 1.010, H56 1.010
53 H 4.30 -1.42 -1.28  N51 1.010
54 H 5.08 -2.36 0.05  N51 1.010
55 H 4.09 -2.21 1.91  N52 1.010
56 H 2.38 -2.38 2.00  N52 1.010
57 C 1.89 -5.53 -0.88  O58 1.240, N59 1.320, N60 1.247
58 O 2.86 -5.83 -1.60  C57 1.240
59 N 1.10 -6.29 -0.15  C57 1.320, H61 1.010, H62 1.010
60 N 1.40 -4.39 -0.71  C57 1.247, H63 1.010, H64 1.010
61 H 1.21 -7.25 -0.43  N59 1.010
62 H 0.23 -5.92 0.22  N59 1.010
63 H 0.57 -4.15 -0.18  N60 1.010
64 H 2.03 -3.69 -1.07  N60 1.010
65 C -2.16 -3.95 0.28  O66 1.186, N67 1.238, N68 1.346
66 O -1.08 -4.44 0.37  C65 1.186
67 N -2.83 -3.50 1.22  C65 1.238, H69 1.010, H70 1.010
68 N -2.77 -3.66 -0.88  C65 1.346, H71 1.010, H72 1.010
69 H -3.75 -3.15 0.98  N67 1.010
70 H -2.54 -3.77 2.14  N67 1.010
71 H -2.44 -4.09 -1.74  N68 1.010
72 H -3.53 -2.99 -0.87  N68 1.010
73 C 3.61 1.50 2.07  O74 1.206, N75 1.290, N76 1.314
74 O 3.91 0.53 2.71  C73 1.206
75 N 3.90 2.70 2.45  C73 1.290, H77 1.010, H78 1.010
76 N 2.91 1.51 0.96  C73 1.314, H79 1.010, H80 1.010
77 H 3.81 3.36 1.69  N75 1.010
78 H 4.56 2.81 3.21  N75 1.010
79 H 2.60 0.65 0.54  N76 1.010
80 H 2.85 2.34 0.38  N76 1.010
81 C -2.75 -0.66 -2.93  O82 1.220, N83 1.278, N84 1.303
82 O -3.56 -0.46 -2.05  C81 1.220
83 N -2.96 -1.10 -4.11  C81 1.278, H85 1.010, H86 1.010
84 N -1.50 -0.28 -2.95  C81 1.303, H87 1.010, H88 1.010
85 H -2.25 -1.07 -4.83  N83 1.010
86 H -3.91 -1.36 -4.33  N83 1.010
87 H -1.13 0.21 -2.15  N84 1.010
88 H -0.87 -0.62 -3.67  N84 1.010
89 C -0.55 4.18 0.20  O90 1.237, N91 1.295, N92 1.297
90 O -0.05 3.42 -0.64  C89 1.237
91 N -0.62 5.47 0.13  C89 1.295, H93 1.010, H94 1.010
92 N -1.09 3.70 1.28  C89 1.297, H95 1.010, H96 1.010
93 H -1.32 5.97 0.66  N91 1.010
94 H -0.08 5.92 -0.59  N91 1.010
95 H -1.05 2.72 1.51  N92 1.010
96 H -1.65 4.25 1.92  N92 1.010

- HOMO-LUMO gap: 8.50 eV
- 2S+1: 1
- HOMO level: -8.75 eV
- LUMO energy: -0.25 eV
- SMILES string: NC(N)=O.NC(N)=O.NC(N)=O.NC(N)=O.NC(N)=O.NC(N)=O.NC(N)=O.NC(N)=O.NC(N)=O.NC(N)=O.NC(N)=O.NC(N)=O
- Net charge: 0

And the Löwdin charges, in e, turn out to be: number 1, C, carries -0.732; number 2, O, carries 0.010; number 3, N, carries 0.167; number 4, N, carries 0.200; number 5, H, carries 0.133; number 6, H, carries 0.083; number 7, H, carries 0.117; number 8, H, carries 0.132; number 9, C, carries -0.783; number 10, O, carries 0.058; number 11, N, carries 0.168; number 12, N, carries 0.162; number 13, H, carries 0.120; number 14, H, carries 0.061; number 15, H, carries 0.052; number 16, H, carries 0.083; number 17, C, carries -0.898; number 18, O, carries 0.072; number 19, N, carries 0.201; number 20, N, carries 0.169; number 21, H, carries 0.102; number 22, H, carries 0.100; number 23, H, carries 0.095; number 24, H, carries 0.122; number 25, C, carries -0.726; number 26, O, carries -0.028; number 27, N, carries 0.166; number 28, N, carries 0.179; number 29, H, carries 0.125; number 30, H, carries 0.074; number 31, H, carries 0.047; number 32, H, carries 0.080; number 33, C, carries -0.761; number 34, O, carries -0.032; number 35, N, carries 0.190; number 36, N, carries 0.229; number 37, H, carries 0.056; number 38, H, carries 0.081; number 39, H, carries 0.095; number 40, H, carries 0.098; number 41, C, carries -0.770; number 42, O, carries 0.006; number 43, N, carries 0.188; number 44, N, carries 0.188; number 45, H, carries 0.049; number 46, H, carries 0.084; number 47, H, carries 0.131; number 48, H, carries 0.089; number 49, C, carries -0.779; number 50, O, carries -0.013; number 51, N, carries 0.190; number 52, N, carries 0.224; number 53, H, carries 0.097; number 54, H, carries 0.124; number 55, H, carries 0.126; number 56, H, carries 0.095; number 57, C, carries -0.789; number 58, O, carries 0.005; number 59, N, carries 0.150; number 60, N, carries 0.165; number 61, H, carries 0.109; number 62, H, carries 0.071; number 63, H, carries 0.069; number 64, H, carries 0.100; number 65, C, carries -0.802; number 66, O, carries 0.052; number 67, N, carries 0.198; number 68, N, carries 0.185; number 69, H, carries 0.119; number 70, H, carries 0.149; number 71, H, carries 0.124; number 72, H, carries 0.090; number 73, C, carries -0.773; number 74, O, carries 0.037; number 75, N, carries 0.184; number 76, N, carries 0.210; number 77, H, carries 0.081; number 78, H, carries 0.130; number 79, H, carries 0.085; number 80, H, carries 0.047; number 81, C, carries -0.763; number 82, O, carries -0.005; number 83, N, carries 0.178; number 84, N, carries 0.197; number 85, H, carries 0.130; number 86, H, carries 0.129; number 87, H, carries 0.077; number 88, H, carries 0.095; number 89, C, carries -0.743; number 90, O, carries -0.041; number 91, N, carries 0.192; number 92, N, carries 0.211; number 93, H, carries 0.127; number 94, H, carries 0.122; number 95, H, carries 0.076; number 96, H, carries 0.128

---

2:
The following is a DFT calculation (ωB97M-V with the def2-TZVPD basis set) of a cluster of 12 separate species, C12H48N24O12 in total.

Bonds (Å) are listed after each position.
Geometry (Å):
1 C 12.43 -1.16 16.57  O2 1.171, N3 1.340, N4 1.288
2 O 12.77 -0.52 17.49  C1 1.171
3 N 12.94 -0.97 15.34  C1 1.340, H5 1.010, H6 1.010
4 N 11.52 -2.07 16.54  C1 1.288, H7 1.010, H8 1.010
5 H 13.68 -0.34 15.05  N3 1.010
6 H 12.54 -1.36 14.50  N3 1.010
7 H 11.19 -2.17 17.49  N4 1.010
8 H 11.19 -2.37 15.64  N4 1.010
9 C 14.02 -7.09 5.23  O10 1.223, N11 1.254, N12 1.298
10 O 13.51 -7.94 5.95  C9 1.223
11 N 14.47 -6.01 5.67  C9 1.254, H13 1.010, H14 1.010
12 N 14.02 -7.06 3.93  C9 1.298, H15 1.010, H16 1.010
13 H 14.92 -5.42 4.98  N11 1.010
14 H 14.64 -5.87 6.65  N11 1.010
15 H 14.36 -6.27 3.41  N12 1.010
16 H 13.63 -7.81 3.38  N12 1.010
17 C 28.42 -1.33 11.98  O18 1.193, N19 1.353, N20 1.321
18 O 29.15 -2.25 12.17  C17 1.193
19 N 27.47 -0.93 12.87  C17 1.353, H21 1.010, H22 1.010
20 N 28.56 -0.53 10.94  C17 1.321, H23 1.010, H24 1.010
21 H 26.88 -0.13 12.71  N19 1.010
22 H 27.43 -1.45 13.73  N19 1.010
23 H 29.11 -0.85 10.15  N20 1.010
24 H 28.05 0.34 10.87  N20 1.010
25 C 24.07 4.08 6.44  O26 1.195, N27 1.260, N28 1.288
26 O 23.85 5.03 7.14  C25 1.195
27 N 23.93 2.87 6.75  C25 1.260, H29 1.010, H30 1.010
28 N 24.52 4.27 5.25  C25 1.288, H31 1.010, H32 1.010
29 H 24.35 2.08 6.28  N27 1.010
30 H 23.45 2.78 7.63  N27 1.010
31 H 24.42 3.58 4.52  N28 1.010
32 H 24.62 5.23 4.94  N28 1.010
33 C 23.59 3.74 13.15  O34 1.239, N35 1.371, N36 1.306
34 O 23.85 2.75 12.44  C33 1.239
35 N 23.05 4.92 12.71  C33 1.371, H37 1.010, H38 1.010
36 N 24.01 3.79 14.38  C33 1.306, H39 1.010, H40 1.010
37 H 22.76 5.03 11.75  N35 1.010
38 H 23.34 5.68 13.31  N35 1.010
39 H 23.64 4.61 14.86  N36 1.010
40 H 24.12 2.92 14.88  N36 1.010
41 C 19.22 -2.56 18.12  O42 1.191, N43 1.290, N44 1.293
42 O 19.81 -2.89 19.11  C41 1.191
43 N 18.20 -3.17 17.63  C41 1.290, H45 1.010, H46 1.010
44 N 19.49 -1.48 17.47  C41 1.293, H47 1.010, H48 1.010
45 H 17.86 -3.73 18.39  N43 1.010
46 H 17.63 -2.82 16.88  N43 1.010
47 H 20.41 -1.07 17.59  N44 1.010
48 H 18.97 -1.34 16.62  N44 1.010
49 C 10.65 -5.91 11.88  O50 1.201, N51 1.302, N52 1.286
50 O 11.35 -5.09 12.42  C49 1.201
51 N 10.44 -7.08 12.40  C49 1.302, H53 1.010, H54 1.010
52 N 10.19 -5.75 10.69  C49 1.286, H55 1.010, H56 1.010
53 H 10.00 -7.82 11.88  N51 1.010
54 H 11.00 -7.33 13.21  N51 1.010
55 H 9.97 -4.78 10.52  N52 1.010
56 H 9.78 -6.53 10.19  N52 1.010
57 C 13.86 0.23 6.10  O58 1.179, N59 1.364, N60 1.282
58 O 15.01 0.02 6.16  C57 1.179
59 N 13.15 0.40 4.95  C57 1.364, H61 1.010, H62 1.010
60 N 13.11 0.10 7.14  C57 1.282, H63 1.010, H64 1.010
61 H 13.47 0.27 4.01  N59 1.010
62 H 12.48 1.14 5.13  N59 1.010
63 H 13.47 -0.46 7.89  N60 1.010
64 H 12.26 -0.25 6.71  N60 1.010
65 C 16.10 -8.78 12.42  O66 1.215, N67 1.315, N68 1.345
66 O 16.40 -9.91 12.10  C65 1.215
67 N 15.23 -8.06 11.75  C65 1.315, H69 1.010, H70 1.010
68 N 16.41 -8.28 13.63  C65 1.345, H71 1.010, H72 1.010
69 H 15.08 -8.25 10.77  N67 1.010
70 H 14.59 -7.54 12.33  N67 1.010
71 H 16.08 -7.36 13.90  N68 1.010
72 H 16.77 -8.97 14.27  N68 1.010
73 C 18.15 4.25 10.46  O74 1.236, N75 1.321, N76 1.280
74 O 18.20 5.48 10.43  C73 1.236
75 N 17.40 3.59 11.32  C73 1.321, H77 1.010, H78 1.010
76 N 18.79 3.46 9.67  C73 1.280, H79 1.010, H80 1.010
77 H 16.96 4.00 12.14  N75 1.010
78 H 17.69 2.66 11.57  N75 1.010
79 H 19.47 3.92 9.08  N76 1.010
80 H 18.38 2.58 9.42  N76 1.010
81 C 21.15 -6.51 6.44  O82 1.204, N83 1.294, N84 1.330
82 O 20.56 -5.71 7.11  C81 1.204
83 N 20.53 -7.43 5.78  C81 1.294, H85 1.010, H86 1.010
84 N 22.47 -6.61 6.33  C81 1.330, H87 1.010, H88 1.010
85 H 21.05 -8.05 5.17  N83 1.010
86 H 19.55 -7.59 6.00  N83 1.010
87 H 22.83 -7.55 6.25  N84 1.010
88 H 23.10 -5.84 6.54  N84 1.010
89 C 18.84 -2.05 11.82  O90 1.255, N91 1.262, N92 1.333
90 O 18.44 -1.28 12.73  C89 1.255
91 N 19.99 -1.95 11.31  C89 1.262, H93 1.010, H94 1.010
92 N 18.00 -2.91 11.25  C89 1.333, H95 1.010, H96 1.010
93 H 20.62 -1.32 11.78  N91 1.010
94 H 20.32 -2.63 10.64  N91 1.010
95 H 17.06 -3.17 11.54  N92 1.010
96 H 18.24 -3.35 10.37  N92 1.010

- HOMO-LUMO gap: 9.09 eV
- 2S+1: 1
- HOMO level: -9.34 eV
- LUMO energy: -0.25 eV
- SMILES string: NC(N)=O.NC(N)=O.NC(N)=O.NC(N)=O.NC(N)=O.NC(N)=O.NC(N)=O.NC(N)=O.NC(N)=O.NC(N)=O.NC(N)=O.NC(N)=O
- Net charge: 0

And the Löwdin charges, in e, turn out to be: number 1, C, carries -0.833; number 2, O, carries 0.082; number 3, N, carries 0.140; number 4, N, carries 0.166; number 5, H, carries 0.108; number 6, H, carries 0.092; number 7, H, carries 0.128; number 8, H, carries 0.117; number 9, C, carries -0.829; number 10, O, carries 0.025; number 11, N, carries 0.165; number 12, N, carries 0.158; number 13, H, carries 0.115; number 14, H, carries 0.134; number 15, H, carries 0.109; number 16, H, carries 0.122; number 17, C, carries -0.772; number 18, O, carries 0.048; number 19, N, carries 0.150; number 20, N, carries 0.149; number 21, H, carries 0.098; number 22, H, carries 0.109; number 23, H, carries 0.114; number 24, H, carries 0.103; number 25, C, carries -0.875; number 26, O, carries 0.055; number 27, N, carries 0.179; number 28, N, carries 0.157; number 29, H, carries 0.124; number 30, H, carries 0.129; number 31, H, carries 0.109; number 32, H, carries 0.121; number 33, C, carries -0.719; number 34, O, carries -0.010; number 35, N, carries 0.150; number 36, N, carries 0.147; number 37, H, carries 0.113; number 38, H, carries 0.095; number 39, H, carries 0.103; number 40, H, carries 0.122; number 41, C, carries -0.855; number 42, O, carries 0.059; number 43, N, carries 0.164; number 44, N, carries 0.165; number 45, H, carries 0.122; number 46, H, carries 0.115; number 47, H, carries 0.121; number 48, H, carries 0.107; number 49, C, carries -0.838; number 50, O, carries 0.032; number 51, N, carries 0.167; number 52, N, carries 0.169; number 53, H, carries 0.110; number 54, H, carries 0.119; number 55, H, carries 0.125; number 56, H, carries 0.116; number 57, C, carries -0.808; number 58, O, carries 0.076; number 59, N, carries 0.135; number 60, N, carries 0.155; number 61, H, carries 0.109; number 62, H, carries 0.100; number 63, H, carries 0.126; number 64, H, carries 0.108; number 65, C, carries -0.756; number 66, O, carries 0.029; number 67, N, carries 0.148; number 68, N, carries 0.147; number 69, H, carries 0.116; number 70, H, carries 0.102; number 71, H, carries 0.100; number 72, H, carries 0.113; number 73, C, carries -0.782; number 74, O, carries 0.009; number 75, N, carries 0.149; number 76, N, carries 0.163; number 77, H, carries 0.113; number 78, H, carries 0.102; number 79, H, carries 0.124; number 80, H, carries 0.120; number 81, C, carries -0.796; number 82, O, carries 0.034; number 83, N, carries 0.159; number 84, N, carries 0.149; number 85, H, carries 0.112; number 86, H, carries 0.124; number 87, H, carries 0.104; number 88, H, carries 0.113; number 89, C, carries -0.767; number 90, O, carries -0.037; number 91, N, carries 0.179; number 92, N, carries 0.154; number 93, H, carries 0.134; number 94, H, carries 0.125; number 95, H, carries 0.112; number 96, H, carries 0.101

---

Verdict on stability: 1 comes out on top.